Record 1
The following is a quantum chemistry calculation of a molecular structure, C52H38BF4LaN3O2P2S at a distorted geometry, from the OMol25 dataset.

Positions of all 104 atoms, in Å:
1 La -13.91 -18.78 -1.35
2 O -13.98 -18.02 0.78
3 S -12.96 -18.89 1.69
4 C -13.98 -19.36 3.04
5 C -14.34 -18.29 3.86
6 C -15.09 -18.46 5.04
7 C -15.52 -19.73 5.31
8 C -16.17 -20.22 6.54
9 C -16.16 -21.76 6.37
10 C -15.55 -21.99 5.03
11 C -15.38 -23.17 4.33
12 C -14.72 -23.10 3.08
13 C -14.31 -21.88 2.48
14 P -13.97 -21.93 0.69
15 C -15.33 -22.94 0.08
16 C -16.62 -22.87 0.63
17 C -17.57 -23.80 0.30
18 C -17.32 -24.73 -0.71
19 C -16.08 -24.72 -1.30
20 C -15.06 -23.89 -0.90
21 C -12.48 -22.90 0.59
22 C -12.58 -24.26 0.69
23 C -11.47 -25.08 0.52
24 C -10.28 -24.60 0.06
25 C -10.21 -23.19 -0.08
26 C -11.28 -22.37 0.17
27 C -14.60 -20.64 3.18
28 C -15.14 -20.82 4.45
29 C -11.64 -17.89 2.67
30 C -10.98 -18.72 3.66
31 C -10.29 -18.15 4.77
32 C -10.13 -16.76 4.74
33 C -9.51 -15.85 5.80
34 C -10.16 -14.50 5.49
35 C -10.79 -14.63 4.09
36 C -11.24 -13.71 3.20
37 C -11.86 -14.14 1.94
38 C -11.88 -15.49 1.67
39 P -12.12 -15.95 -0.01
40 C -13.51 -15.04 -0.63
41 C -13.73 -14.93 -1.99
42 C -14.79 -14.19 -2.53
43 C -15.61 -13.44 -1.65
44 C -15.49 -13.66 -0.28
45 C -14.55 -14.60 0.20
46 C -10.60 -15.35 -0.81
47 C -9.40 -16.06 -0.80
48 C -8.31 -15.68 -1.57
49 C -8.44 -14.67 -2.51
50 C -9.60 -13.83 -2.40
51 C -10.66 -14.20 -1.58
52 C -11.51 -16.49 2.67
53 C -10.79 -15.98 3.77
54 H -13.97 -17.31 3.49
55 H -15.27 -17.63 5.68
56 H -17.22 -19.78 6.56
57 H -15.74 -19.89 7.45
58 H -17.19 -22.20 6.27
59 H -15.58 -22.35 7.13
60 H -15.74 -24.14 4.66
61 H -14.57 -24.00 2.47
62 H -16.85 -22.16 1.37
63 H -18.52 -23.79 0.85
64 H -18.05 -25.47 -1.02
65 H -15.90 -25.30 -2.26
66 H -14.05 -23.85 -1.40
67 H -13.47 -24.75 0.95
68 H -11.52 -26.14 0.69
69 H -9.40 -25.18 -0.09
70 H -9.30 -22.64 -0.27
71 H -11.10 -21.29 0.21
72 H -10.99 -19.79 3.49
73 H -9.90 -18.69 5.63
74 H -8.45 -15.88 5.62
75 H -9.68 -16.23 6.79
76 H -9.49 -13.67 5.41
77 H -10.95 -14.28 6.21
78 H -11.03 -12.69 3.42
79 H -12.12 -13.38 1.21
80 H -12.94 -15.27 -2.64
81 H -14.97 -14.28 -3.61
82 H -16.31 -12.66 -1.98
83 H -16.03 -12.97 0.41
84 H -14.56 -14.92 1.21
85 H -9.24 -16.96 -0.18
86 H -7.36 -16.22 -1.32
87 H -7.61 -14.38 -3.20
88 H -9.71 -12.90 -2.99
89 H -11.55 -13.54 -1.58
90 F -15.47 -18.48 -3.17
91 B -16.48 -18.24 -2.10
92 F -16.02 -17.13 -1.41
93 F -17.75 -18.15 -2.45
94 F -16.21 -19.39 -1.25
95 N -10.37 -18.24 -4.43
96 C -11.30 -18.89 -3.71
97 O -12.05 -18.19 -2.91
98 C -11.26 -20.33 -3.81
99 C -12.22 -21.01 -3.14
100 N -13.09 -21.47 -2.50
101 C -10.18 -20.98 -4.48
102 N -9.19 -21.41 -4.93
103 H -9.64 -18.73 -4.94
104 H -10.29 -17.27 -4.21

Properties
HOMO level in eV: -10.30
Energy in Ha: -3855.965675
Charge: +1
E_LUMO in eV: -2.9114
Frontier orbital gap in eV: 7.39
Multiplicity: 1
Relative energy (zero: lowest compared OMol25 entry of this formula, charge and spin) in kJ/mol: 231.19

---

Record 2
The following is a quantum chemistry calculation of a molecular structure, C52H40N4OOsP2Se at a distorted geometry, from the OMol25 dataset.

Positions of all 101 atoms, in Å:
1 Os -0.03 -0.74 -0.58
2 O -1.43 -3.30 -0.20
3 C -0.46 -2.62 -0.12
4 C 0.95 -2.93 0.28
5 C 1.57 -4.08 -0.21
6 C 2.90 -4.31 0.09
7 C 3.60 -3.40 0.87
8 C 2.99 -2.27 1.38
9 C 1.64 -2.01 1.10
10 P 0.50 -0.67 1.74
11 C -0.12 -1.46 3.25
12 C -0.85 -0.63 4.26
13 C -1.54 -1.40 5.31
14 C -1.56 -2.75 5.33
15 C -0.83 -3.48 4.37
16 C -0.12 -2.84 3.37
17 C 1.71 0.72 2.13
18 C 1.50 1.92 1.21
19 C 2.70 2.65 0.77
20 C 3.88 2.42 1.36
21 C 4.05 1.36 2.34
22 C 3.06 0.50 2.64
23 H 1.00 -4.77 -0.82
24 H 3.38 -5.21 -0.28
25 H 4.64 -3.58 1.11
26 H 3.55 -1.60 2.01
27 H -0.14 0.07 4.74
28 H -2.05 -0.82 6.07
29 H -2.11 -3.28 6.10
30 H -0.84 -4.56 4.41
31 H 0.42 -3.45 2.65
32 H 0.67 1.88 0.50
33 H 2.59 3.35 -0.05
34 H 4.75 2.97 1.06
35 H 5.03 1.22 2.78
36 H 3.22 -0.32 3.33
37 C 1.28 -4.83 -4.98
38 C 2.29 -3.89 -5.10
39 C 2.21 -2.69 -4.40
40 C 1.12 -2.46 -3.56
41 C 0.11 -3.42 -3.43
42 C 0.19 -4.60 -4.14
43 P 0.85 -0.90 -2.71
44 C 2.41 0.02 -2.69
45 C 2.47 1.36 -3.06
46 C 3.66 2.06 -2.92
47 C 4.78 1.42 -2.40
48 C 4.71 0.09 -2.00
49 C 3.53 -0.61 -2.14
50 C -0.39 -0.05 -3.72
51 C -0.34 0.09 -5.08
52 C -1.43 0.63 -5.76
53 C -2.57 0.97 -5.06
54 C -2.65 0.82 -3.68
55 C -3.88 1.10 -2.96
56 C -3.96 0.97 -1.65
57 C -2.76 0.65 -0.80
58 C -1.54 0.12 -1.54
59 C -1.53 0.31 -2.97
60 H 1.34 -5.76 -5.54
61 H 3.13 -4.07 -5.75
62 H 2.99 -1.95 -4.50
63 H -0.74 -3.21 -2.78
64 H -0.59 -5.34 -4.05
65 H 1.60 1.85 -3.49
66 H 3.72 3.09 -3.22
67 H 5.72 1.96 -2.31
68 H 5.59 -0.40 -1.60
69 H 3.46 -1.65 -1.84
70 H 0.54 -0.22 -5.64
71 H -1.41 0.74 -6.84
72 H -3.44 1.35 -5.59
73 H -4.75 1.38 -3.54
74 H -4.88 1.16 -1.12
75 H -3.06 -0.07 -0.02
76 Se 1.94 4.03 4.67
77 N 0.35 3.51 4.93
78 C -0.46 2.66 4.32
79 C -1.80 2.41 4.86
80 C -2.47 1.33 4.49
81 C -1.85 0.36 3.52
82 N -1.00 1.04 2.58
83 C -0.12 1.96 3.15
84 N 1.16 2.01 2.62
85 H -2.20 3.14 5.56
86 H -3.46 1.11 4.87
87 H -2.59 -0.24 3.00
88 N -2.31 1.90 -0.12
89 C -3.30 2.81 0.37
90 C -3.12 4.17 0.19
91 C -4.03 5.07 0.73
92 C -5.13 4.61 1.44
93 C -5.31 3.24 1.61
94 C -4.40 2.34 1.08
95 H -1.69 2.40 -0.74
96 H -1.46 1.45 1.74
97 H -2.28 4.54 -0.39
98 H -3.89 6.13 0.58
99 H -5.84 5.31 1.85
100 H -6.17 2.88 2.16
101 H -4.55 1.27 1.21

Properties
HOMO level (spin up / spin down) in eV: -11.49 / -11.48
Energy in Ha: -5473.877972
Charge: +2
E_LUMO (spin up / spin down) in eV: -7.5642 / -7.5695
Frontier orbital gap (spin up / spin down) in eV: 3.92 / 3.91
Multiplicity: 1
Relative energy (zero: lowest compared OMol25 entry of this formula, charge and spin) in kJ/mol: 706.57

---

Record 3
The following is a quantum chemistry calculation of a molecular structure, C52H41As2N4OS4SbSn, from the OMol25 dataset.

Positions of all 106 atoms, in Å:
1 Sn -0.12 0.15 -1.04
2 C 0.17 -0.21 4.19
3 C 0.92 -1.36 4.42
4 C 1.77 -1.81 3.43
5 C 1.86 -1.10 2.23
6 N 1.13 0.00 2.02
7 C 0.31 0.42 2.97
8 C 2.75 -1.56 1.11
9 C 3.46 -2.75 1.21
10 C 4.26 -3.12 0.14
11 C 4.31 -2.32 -0.98
12 C 3.54 -1.15 -1.01
13 N 2.79 -0.79 0.03
14 C 3.54 -0.26 -2.22
15 C 4.19 -0.64 -3.39
16 C 4.22 0.24 -4.46
17 C 3.59 1.46 -4.33
18 C 2.93 1.73 -3.15
19 N 2.91 0.90 -2.11
20 H -0.52 0.18 4.93
21 H 0.82 -1.90 5.35
22 H 2.33 -2.72 3.58
23 H -0.28 1.30 2.72
24 H 3.36 -3.40 2.07
25 H 4.82 -4.05 0.18
26 H 4.93 -2.60 -1.81
27 H 4.63 -1.62 -3.50
28 H 4.69 -0.05 -5.39
29 H 3.55 2.17 -5.15
30 H 2.36 2.64 -3.03
31 S 0.52 0.03 -5.20
32 As -0.58 -1.37 -4.03
33 S -1.97 -0.18 -2.72
34 S 0.70 -2.22 -2.43
35 S -1.63 -2.87 -5.10
36 O -3.32 1.80 2.15
37 C -2.54 1.37 1.33
38 N -1.75 0.97 0.55
39 C 1.98 -6.28 1.51
40 C 1.86 -5.86 0.20
41 C 0.99 -4.84 -0.14
42 C 0.19 -4.23 0.83
43 C 0.32 -4.65 2.15
44 C 1.21 -5.66 2.49
45 Sb -1.14 -2.61 0.28
46 C -2.38 -2.83 2.05
47 C -2.54 -1.74 2.90
48 C -3.32 -1.83 4.05
49 C -3.96 -3.01 4.36
50 C -3.82 -4.11 3.52
51 C -3.04 -4.02 2.38
52 C -2.48 -3.72 -0.94
53 C -3.85 -3.50 -0.79
54 C -4.77 -4.15 -1.60
55 C -4.32 -5.03 -2.59
56 C -2.96 -5.23 -2.76
57 C -2.05 -4.57 -1.95
58 H 2.67 -7.07 1.78
59 H 2.46 -6.33 -0.58
60 H 0.93 -4.50 -1.17
61 H -0.28 -4.20 2.93
62 H 1.30 -5.98 3.53
63 H -2.06 -0.80 2.66
64 H -3.44 -0.95 4.68
65 H -4.58 -3.08 5.24
66 H -4.32 -5.05 3.75
67 H -2.94 -4.88 1.73
68 H -4.22 -2.81 -0.04
69 H -5.83 -3.96 -1.48
70 H -5.03 -5.51 -3.25
71 H -2.60 -5.85 -3.57
72 H -0.99 -4.70 -2.15
73 C 1.90 8.19 -1.82
74 C 2.80 7.22 -1.39
75 C 2.36 5.93 -1.13
76 C 1.02 5.59 -1.29
77 C 0.13 6.56 -1.73
78 C 0.56 7.85 -1.99
79 As 0.52 3.72 -0.88
80 C -1.33 3.78 -1.51
81 C -1.44 3.61 -2.88
82 C -2.68 3.52 -3.49
83 C -3.83 3.61 -2.71
84 C -3.73 3.77 -1.34
85 C -2.48 3.85 -0.74
86 C 0.50 4.00 1.06
87 C -0.36 4.83 1.77
88 C -0.19 5.00 3.14
89 C 0.85 4.37 3.80
90 C 1.71 3.55 3.10
91 C 1.53 3.35 1.74
92 H 2.24 9.19 -2.04
93 H 3.85 7.47 -1.26
94 H 3.07 5.18 -0.80
95 H -0.92 6.31 -1.86
96 H -0.14 8.60 -2.33
97 H -0.55 3.47 -3.49
98 H -2.75 3.33 -4.55
99 H -4.81 3.51 -3.18
100 H -4.62 3.78 -0.72
101 H -2.43 3.91 0.34
102 H -1.15 5.36 1.26
103 H -0.88 5.64 3.68
104 H 0.97 4.50 4.87
105 H 2.51 3.03 3.61
106 H 2.17 2.66 1.20

Properties
HOMO level in eV: -1.53
Energy in Ha: -8819.439734
Charge: -2
E_LUMO in eV: 3.9700
Frontier orbital gap in eV: 5.50
Multiplicity: 1
Relative energy (zero: lowest compared OMol25 entry of this formula, charge and spin) in kJ/mol: 49.27

---

- charge of number 1 (C52H38BF4LaN3O2P2S)?
  +1

---

- The lowest energy belongs to which entry?
  C52H41As2N4OS4SbSn